This record from the OMol25 dataset describes C34H45BrCaN6O2S2 as an isolated structure. The level of theory is ωB97M-V/def2-TZVPD.

```
91
Properties=species:S:1:pos:R:3:lowdin_charge:R:1
C -1.83626 -2.18241 3.45060 -0.2403
H -1.62251 0.71815 -1.79379 0.0487
H 5.32292 1.38181 -3.42907 0.1180
N -2.01588 -1.72397 2.19646 0.0451
H 5.17583 2.55337 -5.59022 0.1181
Ca -0.96483 0.22121 0.74225 1.3550
H -3.09799 1.26289 -1.43765 0.1009
H -2.91890 -2.09140 0.38330 0.0958
H -4.00735 -4.18538 1.06350 0.1186
H -3.45555 -3.93854 -6.02509 0.1181
C 3.18645 1.33542 -3.15518 -0.3967
H -1.07409 4.41333 1.26918 0.1392
H -1.77002 -1.06615 -3.33427 0.0956
H -3.03582 -1.59073 -5.40127 0.1155
H 1.65414 -2.59156 -1.04182 0.0856
H 0.43631 2.42235 -1.24513 0.0828
N -2.49610 1.45086 2.16823 -0.0777
C -0.11484 0.57374 5.21413 -0.3058
C -1.67270 2.74760 -1.34034 -0.2150
C -2.91044 -3.71255 -5.11977 -0.0480
H -2.43262 3.39359 -0.90359 0.1053
C -0.31494 2.98713 -0.70122 -0.1834
C -2.37328 -3.38093 3.90032 0.0037
H -3.10045 3.02217 0.95319 0.0968
C 1.19838 2.59394 1.14076 -0.1820
C -0.57488 1.80360 5.67568 -0.0289
H -3.61317 -5.05777 3.38351 0.1247
H 1.38011 -0.38983 2.65126 0.0774
Br 2.44235 3.01911 8.22259 0.8017
C -3.38846 -3.65221 1.77033 -0.0258
C 1.40946 2.03419 7.00127 -0.6939
H 2.55872 1.72584 2.53402 0.1321
C 2.87818 -1.79540 -3.38651 -0.1974
H -2.17946 -3.70444 4.91416 0.1254
S -0.60024 -2.85214 -1.33122 1.0243
H -0.69359 -1.88634 5.29784 0.1389
C -1.07346 -1.36089 4.41719 -0.0733
H 1.49600 -0.85318 5.24575 0.1145
C 3.03569 2.68149 -5.56051 -0.0538
C 1.94751 1.71214 -3.64997 -0.0846
H -2.05118 1.26534 3.06637 0.0371
N -0.21540 2.56045 0.70375 -0.2523
H 4.76845 -1.08500 -2.62078 0.0983
C 1.88612 0.82365 6.51995 -0.1063
C -1.51956 -3.13306 -2.81623 -0.4030
H 0.90787 -1.01391 -2.94279 0.0851
C 1.11967 0.08834 5.62734 -0.0395
H -2.66054 -5.77311 -4.58058 0.1184
C -2.67298 -2.38992 -4.77021 -0.0517
H -0.18251 3.47375 6.96135 0.1101
H 3.00393 -1.19296 -4.28850 0.1180
H 0.93288 1.87852 3.16878 0.0907
H 1.30568 -3.93648 -2.12543 0.1127
C -1.77258 -4.45972 -3.14079 -0.0762
H -1.44410 -5.26035 -2.49104 0.1154
H 0.91604 2.68868 -5.25735 0.1112
H 1.05766 1.46559 -3.08809 0.0831
N -2.12340 1.34921 -1.17042 -0.0450
O 1.94552 0.34529 -1.00483 -0.5673
C -2.46150 -4.74601 -4.31093 -0.0493
C -3.17048 -4.13009 3.04924 -0.0204
C 1.49957 1.62732 2.27278 -0.2110
C 0.17884 2.52863 6.58216 -0.1045
C 1.87621 2.38949 -4.85896 -0.0580
C 3.73843 -1.19620 -2.27503 -0.3203
H 0.92087 -2.40430 -4.00683 0.1236
H 3.32232 -2.76580 -3.62487 0.1278
C 1.09176 -2.88204 -1.92966 -0.3146
N 1.16039 0.24060 1.88879 -0.0682
H 2.85236 0.45797 6.83564 0.1099
C -2.78353 -2.46108 1.39479 -0.1490
H -0.05117 4.04993 -0.80260 0.1434
C 1.38030 -1.97726 -3.11320 -0.2248
H 1.72805 -0.03183 1.09138 0.0466
S 3.32634 0.43862 -1.61755 1.0164
N -0.89911 -0.11651 4.25167 0.0933
C 4.35518 1.64472 -3.83679 -0.0784
H 2.97831 3.20467 -6.50419 0.1160
H -1.53061 2.18080 5.33652 0.1126
H 3.79459 -1.82667 -1.38432 0.0904
H 1.80870 2.32999 0.27947 0.0960
H -1.60083 3.02955 -2.39706 0.1248
H -2.91895 3.49517 2.62651 0.1259
C -1.05003 3.37141 1.61360 -0.1604
H 1.47894 3.61079 1.44191 0.1415
O -0.83707 -1.40406 -0.92960 -0.6848
H -3.45269 1.12733 2.27223 0.0988
C -1.96923 -2.09095 -3.61475 -0.0752
C 4.27275 2.31186 -5.04821 -0.0500
C -2.47826 2.87837 1.83523 -0.2292
H -0.54626 3.38324 2.58325 0.1175
```

Values from the calculation:
Lowest unoccupied orbital energy (eV): -5.061
Total charge: +2
Highest occupied orbital energy (eV): -12.8
ΔE to the lowest compared entry with this formula, charge and spin (kcal/mol): 6.1
Orbital gap (eV): 7.756

---

This record from the OMol25 dataset describes a 13-piece molecular cluster, C32H94N8O20 overall. The level of theory is ωB97M-V/def2-TZVPD.

```
154
Properties=species:S:1:pos:R:3:lowdin_spin:R:1
H 34.04903 16.50317 -2.73968 0.0000
C 33.19095 17.04318 -2.33945 0.0000
H 31.36126 7.64072 4.72814 0.0000
H 34.84159 12.96369 1.33543 0.0000
H 30.09839 15.66010 5.42316 0.0000
O 34.68694 9.85767 7.39080 0.0000
C 32.38845 16.16396 -1.36760 0.0000
C 28.07977 10.49198 5.46557 0.0000
C 36.14502 21.89548 8.49806 0.0009
C 36.27262 14.91073 4.97371 0.0000
H 37.71480 22.17866 9.86135 0.0002
C 35.82604 22.63300 7.15307 0.0105
H 33.20852 12.06495 7.96254 0.0000
H 28.09744 21.26543 7.68332 0.0000
H 28.95820 17.15288 2.58035 0.0000
H 32.08807 14.74980 -2.91661 0.0000
H 34.18336 18.21543 7.68151 0.0002
H 34.30582 19.70930 6.44612 -0.0004
O 34.09988 15.88177 4.51321 0.0000
N 31.76315 17.65162 4.94744 0.0015
N 27.42152 15.73280 6.38719 0.0000
H 26.15958 16.57353 4.51992 0.0000
H 28.61174 12.28606 4.81883 0.0000
C 28.10994 20.69769 9.57285 0.0000
C 27.67065 16.69554 10.92367 0.0000
H 33.10635 18.64672 5.63974 0.0043
C 27.69940 18.96699 1.61816 0.0000
O 26.13585 11.92064 5.32827 0.0000
H 33.62266 17.90959 -1.83840 0.0000
H 28.47691 9.49102 5.29689 0.0000
C 35.23385 15.95819 5.32750 0.0000
H 32.58158 20.50993 2.98557 0.0003
H 26.94088 16.61636 6.47891 0.0000
C 24.75041 22.40985 8.90048 0.0000
C 32.51967 9.06740 3.31049 0.0000
H 30.45211 17.28536 -0.87095 0.0000
H 33.07914 15.55898 -0.78019 0.0000
H 33.83907 16.90826 0.98718 0.0000
H 24.07619 21.80668 9.50853 0.0000
H 26.67702 10.67284 3.89218 0.0000
H 35.90150 17.91343 7.71303 0.0000
H 33.61216 18.41075 1.69964 -0.0001
C 29.12191 20.82784 10.68702 0.0000
H 34.97029 15.85711 6.38032 0.0000
H 27.95535 19.62462 9.46001 0.0000
H 26.41220 15.09371 3.57939 0.0000
C 30.12176 18.25046 6.67323 0.0000
H 35.17463 13.41872 4.51098 0.0000
C 34.27626 12.12190 8.17413 0.0000
H 35.80438 23.72196 7.19539 0.0015
H 35.07906 13.48149 7.08691 0.0000
O 25.98352 21.69423 8.58190 0.0000
H 32.63019 12.99887 5.32983 0.0000
H 31.27676 12.82737 6.35653 0.0000
N 33.75356 19.42203 5.65077 0.0326
H 36.43073 14.90119 3.89528 0.0000
O 29.05730 11.44047 4.90853 0.0000
H 30.24890 15.47380 7.14905 0.0000
H 28.08920 10.65755 6.54288 0.0000
H 32.44757 10.15036 3.21003 0.0000
N 31.60500 15.34655 -2.26038 0.0000
H 27.50846 16.11156 12.81198 0.0000
H 36.19763 11.30046 7.47824 0.0000
O 31.96799 14.87914 5.97152 0.0000
H 34.85422 11.44476 6.22110 0.0000
H 32.17947 13.61802 2.63210 0.0000
C 30.80967 15.71870 6.24702 0.0004
O 27.33714 16.92860 12.33794 0.0000
H 32.45515 17.04478 2.05933 0.0000
H 31.13197 17.34525 4.22091 0.0001
H 29.29395 21.98490 8.44536 0.0000
C 31.28760 8.61376 4.24247 0.0000
C 32.76699 13.27383 1.78095 0.0000
O 29.70235 15.15625 10.93257 0.0000
H 24.25579 22.55269 7.93973 0.0000
H 34.81368 22.40261 6.82117 0.0029
H 37.30671 14.94554 5.31656 0.0000
H 35.28462 9.27991 6.91062 0.0000
C 35.13338 11.23169 7.25298 0.0000
H 29.35554 16.91043 9.75785 0.0000
O 32.12054 18.02169 0.23244 0.0000
H 30.80162 10.31148 5.00826 0.0000
H 33.25329 8.67796 4.99090 0.0000
H 28.63595 20.84312 11.66258 0.0000
H 32.28875 19.16055 4.15909 0.0045
H 32.96385 11.59539 0.92812 0.0000
C 26.69530 10.69282 4.98184 0.0000
H 27.31775 17.59371 10.41686 0.0000
H 30.45722 19.28659 6.71804 0.0000
H 34.23958 11.34279 2.76461 0.0000
H 29.69543 17.14220 11.46656 0.0000
H 31.04249 16.42937 0.39573 0.0000
O 34.68800 13.49232 7.96358 0.0000
H 29.70335 18.00977 7.65052 0.0000
C 26.82891 21.59295 9.71928 0.0000
H 30.27936 8.81610 3.88108 0.0000
H 26.11508 9.87240 5.40417 0.0000
H 32.63404 13.94410 0.93174 0.0000
O 26.99758 17.69487 1.62038 0.0000
H 29.15143 14.62722 10.35101 0.0000
H 27.11272 15.88664 10.45198 0.0000
H 36.81039 19.98804 9.22379 0.0000
C 29.19890 16.48766 10.75023 0.0000
H 35.24249 21.99651 9.10083 0.0000
C 31.69979 13.49506 5.60597 0.0000
C 31.41767 16.98927 -0.46092 0.0000
N 32.72833 20.01757 3.85514 0.0517
O 33.62281 8.83629 4.11913 0.0000
N 26.65223 15.70978 4.34290 0.0000
O 32.24023 12.01411 1.39996 0.0000
N 37.29642 22.62220 9.05616 0.0016
H 34.38544 11.77856 9.20286 0.0000
H 28.20045 18.96730 3.84860 0.0000
H 26.21973 21.01159 10.41139 0.0000
H 36.52092 22.36467 6.35730 0.0003
H 29.94649 20.11528 10.66629 0.0000
H 26.95882 19.76672 1.60982 0.0000
O 31.24167 9.52305 5.33434 0.0000
C 33.03634 17.57400 1.30418 -0.0001
H 24.73579 23.43759 9.26333 0.0000
C 34.18238 13.13967 2.18547 0.0000
H 29.24662 18.29731 6.02513 0.0000
H 34.55891 14.10714 2.51759 0.0000
O 35.67122 13.68228 5.28913 0.0000
O 34.45899 12.19382 3.15088 0.0000
H 35.64661 16.93913 5.09196 0.0000
H 26.66474 12.66281 5.02651 0.0000
H 32.34185 8.49023 2.40310 0.0000
N 28.81276 21.09954 8.37678 0.0000
H 35.09212 18.37065 9.20451 0.0000
C 31.24460 17.21521 6.23312 0.0007
H 29.24016 19.96176 2.92580 0.0001
C 33.73368 20.29629 4.69105 0.0853
H 28.28769 19.14340 0.71766 0.0000
H 33.53711 15.22364 4.92764 0.0000
H 26.33333 17.59259 0.93488 0.0000
O 35.27249 19.88403 7.80128 0.0014
O 29.53517 17.88246 2.81786 0.0000
C 36.45878 20.44240 8.29750 -0.0001
C 35.11959 18.54848 8.12946 0.0004
H 29.68927 21.75326 10.58804 0.0000
H 32.03448 17.34221 6.97343 0.0001
H 37.28020 20.38044 7.58369 0.0000
O 34.53395 21.24333 4.61465 0.7990
H 27.90428 15.37352 7.19834 0.0000
O 27.76469 13.90695 5.03550 0.0000
C 27.32370 15.08338 5.26839 0.0000
H 31.07543 13.39635 4.71797 0.0000
H 32.56113 17.07489 4.72229 0.0002
H 38.01082 22.73819 8.35168 0.0000
H 31.09141 16.05222 -2.76866 0.0000
H 27.02562 22.57828 10.14182 0.0000
C 28.68150 19.02734 2.87234 0.0000
H 32.57677 17.55440 -3.08076 0.0000
```

Values from the calculation:
Lowest unoccupied orbital energy (spin up / spin down) (eV): -1.996 / -7.622
Total charge: +1
Highest occupied orbital energy (spin up / spin down) (eV): -10.7 / -10.7
Orbital gap (spin up / spin down) (eV): 8.752 / 3.126
2S+1: 2

---

This record from the OMol25 dataset describes C14H33N2O7S2 as an isolated structure. The level of theory is ωB97M-V/def2-TZVPD.

```
58
Properties=species:S:1:pos:R:3:lowdin_charge:R:1
H -0.11439 0.18119 0.75578 0.0321
H 2.36049 4.43767 2.63863 0.1324
O 3.02069 0.38277 -2.51653 -0.3187
H -0.71856 1.30035 3.10331 0.1657
O -2.88299 -0.61264 -4.18559 0.1294
H -4.45731 2.51922 0.97628 0.1423
H -2.67720 2.69782 0.53166 0.1012
C -2.16913 -0.26157 -3.24620 -0.3078
C -1.87245 -2.47522 -2.23594 0.0894
C 0.39323 1.61023 2.78142 -0.3002
H -1.11797 1.44452 -4.21664 0.0501
H -1.98127 -1.53545 1.97271 0.0883
C -1.41095 1.15287 -3.29074 0.0737
H -2.61768 -1.38608 3.44128 0.0957
H -3.84340 -0.09749 0.13931 0.2089
C -3.34869 0.21961 2.16960 -0.4374
H 1.83065 0.09133 3.16327 0.0906
H -3.82436 -2.01247 2.23492 0.0892
H -1.68441 -0.59629 -1.30302 -0.0156
H -0.90910 -2.51799 -2.33943 0.0194
C 2.19155 -1.68279 -0.99382 -0.2419
H 2.71937 -1.06225 -0.19201 0.1523
H -2.15825 -3.03050 -1.34322 0.1140
O 3.42353 2.60142 4.36224 -0.2889
H 3.33451 -2.66766 -4.13485 0.1577
H 1.26961 -1.76519 -0.79577 -0.0065
H 0.53242 1.23044 1.66182 0.1327
C 4.10876 -2.75023 -1.98044 -0.2745
H 3.02465 -3.23984 0.00750 0.1450
C -3.00737 -1.29905 2.40358 0.0158
H -2.46290 -2.75118 -3.10353 0.1099
N -3.32865 0.64342 0.77151 0.0089
C 0.60409 3.07706 3.06216 -0.2446
H 1.54976 0.96617 4.54451 0.1761
H -0.64540 0.99894 -2.76871 -0.0369
S 2.35004 -0.90955 -2.60525 0.6920
C 2.89622 -2.98582 -1.09866 -0.2616
C 1.46299 1.04722 3.35102 -0.3326
H 0.62791 3.48545 4.21939 0.1885
H -2.20856 0.63525 0.60066 0.1183
H 2.34696 -3.86179 -1.40266 0.1093
O -0.86125 -0.17039 0.03925 -0.4284
H 4.80853 -2.05781 -1.38590 0.1479
C -3.54540 2.08319 0.42435 0.0096
H 4.56358 -3.90642 -2.14777 0.1912
H -3.25149 -1.07080 -1.63907 0.1883
S 2.85522 2.14345 3.12281 0.6613
H -0.21637 3.80867 2.59266 0.1540
C 1.95052 3.44189 2.55963 -0.3005
O -3.60184 0.98036 3.04508 0.1643
O 3.68528 1.55765 2.09141 -0.3070
H 4.59041 -1.43694 -3.37154 0.1297
H -2.11856 2.14098 -2.96933 0.1781
O 1.15243 -1.14695 -3.35081 -0.3290
N -2.24763 -0.99111 -1.95943 0.1039
H -3.87402 2.05705 -0.52721 0.0424
C 3.64221 -2.05174 -3.16810 -0.2694
H 1.86195 3.39702 1.50443 0.1021
```

Values from the calculation:
Lowest unoccupied orbital energy (eV): -4.026
Total charge: +1
Highest occupied orbital energy (eV): -12.5
ΔE to the lowest compared entry with this formula, charge and spin (kcal/mol): 73.0
Orbital gap (eV): 8.465

---

This record from the OMol25 dataset describes C27H38AuN6S as an isolated structure. The level of theory is ωB97M-V/def2-TZVPD.

```
73
Properties=species:S:1:pos:R:3:lowdin_charge:R:1
Au -0.18572 0.11758 1.52069 1.3894
H -0.98735 -3.89013 2.64835 0.1250
C 1.78566 1.46515 -0.86331 -0.1870
N 1.57607 -1.26802 -3.18484 -0.2070
H 1.73111 -1.76001 5.09058 0.0968
H -2.53659 -1.85151 -3.00944 0.0932
N -1.91886 -0.85060 1.46582 -0.1383
C -0.79791 2.70333 0.00955 -0.1985
C 0.30500 -1.39965 -2.73232 -0.7791
H 1.37529 2.50727 -2.70240 0.1009
N -0.68153 -1.01314 -3.58858 -0.2138
N 1.60390 1.03221 1.62953 -0.1296
H 1.13209 0.45141 -4.30293 0.0827
H 2.67168 1.14919 -1.41594 0.0973
H 0.32454 -1.84565 -5.24123 0.0870
N 0.75773 -1.02645 2.84939 -0.1331
C 2.29917 0.72947 2.73791 -0.2147
H 5.08435 0.57014 5.97063 0.1088
C 3.36933 -0.53964 5.44420 -0.0507
N -1.28514 1.39261 0.42962 -0.1255
H 2.15184 2.88437 0.75504 0.1176
H -0.65080 -0.41402 -5.62748 0.0944
H 3.55018 -1.88874 -3.09404 0.0929
C -5.35878 -0.45394 0.11927 -0.0523
C 4.32020 1.32983 4.15609 -0.0504
H -2.05646 -0.39341 -2.13788 0.0369
H 2.27602 -0.64956 -5.09457 0.0947
H -2.91622 2.66993 -1.06577 0.0949
H -0.18489 -2.99650 1.36945 0.0604
H -2.59935 -0.27018 -3.82512 0.0953
H -6.59995 0.71621 -1.12234 0.1081
C 2.28140 -0.92641 4.67898 -0.0009
C 1.14908 2.62174 -1.63969 -0.1940
H 3.31280 1.58580 0.63007 0.1126
C -2.54180 1.01620 0.18077 -0.2278
H 2.79523 0.33569 -3.72270 0.0871
C -4.69926 1.62432 -1.01971 -0.0536
C -5.60728 0.62931 -0.70137 -0.0803
C -0.59625 -1.31658 -5.01618 -0.0480
H 2.89982 -1.31371 -1.53477 0.0734
H -5.07148 2.40350 -1.67598 0.1159
H 3.50311 -1.11911 6.35096 0.1163
H 2.42294 -2.89138 -2.16418 0.0710
C 4.30434 0.45735 5.22995 -0.0770
H 1.62821 3.55780 -1.33594 0.1162
H 0.94206 -2.95640 3.58672 0.1258
H -0.71384 3.66095 -1.94250 0.1167
C -3.38131 1.79595 -0.63467 -0.0105
C 2.24601 1.80754 0.56778 -0.2111
H -1.57337 3.44358 0.21916 0.1197
H 1.13177 0.58931 -0.84983 0.0509
C -0.36240 2.74192 -1.46862 -0.1693
C 3.45208 1.44991 3.08258 -0.0051
C -4.19895 -0.82839 0.77897 0.0006
C -2.06810 -2.18613 2.02587 -0.2262
H -2.67003 -2.14205 2.94241 0.1322
H -1.43069 -1.96662 -5.28655 0.0963
C -2.04656 -0.87842 -3.10868 -0.0985
H -2.60640 -2.80529 1.30320 0.1218
C -0.74509 -2.88418 2.30003 -0.1885
H 5.12435 2.05733 4.15697 0.1159
C 1.78168 -0.42898 3.46822 -0.2110
H -0.85410 1.91294 -1.98756 0.1037
H -6.19741 -1.12068 0.28591 0.1160
C 0.14820 -2.24287 3.34863 -0.2225
C -2.91961 -0.25537 0.80980 -0.2199
H 0.03755 2.96267 0.65718 0.0976
C 1.96039 -0.23229 -4.13676 -0.0563
S -0.03273 -1.99767 -1.19452 0.6771
H -0.41462 -2.04966 4.27135 0.1331
C 2.67475 -1.87273 -2.44666 -0.0917
H -4.30824 -1.71871 1.37995 0.0967
H 3.68910 2.27226 2.42349 0.0989
```

Values from the calculation:
Lowest unoccupied orbital energy (eV): -2.710
Total charge: +1
Highest occupied orbital energy (eV): -10.0
ΔE to the lowest compared entry with this formula, charge and spin (kcal/mol): 0.0
Orbital gap (eV): 7.250

---

Computed maximum force (eV/Å) in order:
0.89; 5.06; 10.71; 0.15